{"formula": "C9H34O8", "method": "the ωB97M-V functional and the def2-TZVPD basis", "species": ["O", "H", "H", "O", "H", "H", "O", "H", "H", "O", "H", "H", "O", "H", "H", "C", "C", "C", "O", "H", "H", "H", "H", "H", "H", "H", "H", "C", "C", "C", "O", "H", "H", "H", "H", "H", "H", "H", "H", "C", "C", "C", "O", "H", "H", "H", "H", "H", "H", "H", "H"], "xyz": [[15.83895, -0.22448, -8.29519], [15.62648, 0.02518, -9.19450], [15.12757, -0.80925, -8.03402], [12.32911, -0.62374, -11.88352], [12.62349, -0.26387, -11.04682], [11.63177, -1.23617, -11.64932], [17.40667, 0.70570, -10.19891], [17.22094, 1.46608, -9.64795], [16.54437, 0.35922, -10.42835], [15.07233, 0.26106, -10.19436], [15.08289, -0.16391, -11.05199], [14.14717, 0.44066, -10.02690], [12.83023, 0.13774, -9.98818], [12.70073, -0.41446, -9.21712], [12.02508, 0.65125, -10.05357], [16.05110, 0.64639, -12.99502], [15.58414, -0.72753, -12.80641], [16.62301, -1.57882, -12.10007], [14.47650, -0.60976, -11.97969], [17.00307, 0.77610, -13.50983], [16.27938, 1.11533, -12.03790], [15.37445, 1.28595, -13.56179], [15.27424, -1.16473, -13.75558], [16.12337, -2.52137, -11.87632], [16.94686, -1.21550, -11.12476], [17.51169, -1.80113, -12.69076], [13.71792, -0.89407, -12.49479], [13.82506, -2.55344, -10.79099], [13.76727, -3.74199, -11.82498], [15.13991, -4.41979, -11.97045], [12.79179, -4.72973, -11.48126], [14.37970, -1.75367, -11.28176], [14.13220, -2.98457, -9.83816], [12.81853, -2.16559, -10.63418], [13.56889, -3.32121, -12.81073], [15.94888, -3.70992, -11.79795], [15.22826, -4.84949, -12.96827], [15.22124, -5.20902, -11.22305], [13.14740, -5.55645, -11.81543], [15.33510, 3.84566, -12.46041], [15.74678, 3.63407, -10.96803], [14.81521, 2.60105, -10.25050], [17.02228, 3.21206, -10.78387], [15.02746, 2.89366, -12.89303], [16.08547, 4.33609, -13.08051], [14.49764, 4.53594, -12.56171], [15.62283, 4.62356, -10.52797], [14.46246, 1.73617, -10.81233], [13.95090, 3.16270, -9.89605], [15.32090, 2.14641, -9.39864], [17.05163, 2.85351, -9.89382]], "atomic_forces_ev_per_a": [[1.624, -1.276, 5.953], [0.280, -0.392, 0.388], [0.036, -0.230, 0.279], [-4.440, -1.222, -5.422], [0.386, -1.201, -1.552], [-0.391, -0.147, -0.494], [2.248, -0.215, -0.180], [0.173, -0.997, 0.226], [0.794, 0.623, 0.365], [0.302, 0.119, -0.666], [-0.216, 0.308, 1.136], [0.908, 0.126, 0.206], [-2.055, 2.596, 6.335], [0.233, -0.587, 0.563], [-0.511, 0.964, 0.343], [1.465, 2.204, -0.968], [2.329, -0.105, -1.323], [-0.067, -0.980, 0.165], [-0.101, 0.766, -7.469], [0.164, -0.546, -0.214], [-0.240, 0.122, -0.293], [-0.308, -0.394, 0.113], [0.121, -0.276, -0.051], [0.786, 1.432, -0.239], [0.088, 0.223, -0.284], [-0.115, 0.229, -0.139], [-1.327, 0.267, 0.122], [-1.204, -3.932, 0.476], [0.781, 0.713, 0.912], [-0.484, -0.266, 0.354], [0.058, 0.524, -0.113], [-0.107, -2.289, 2.258], [0.502, 0.154, 0.085], [0.192, -0.690, 0.152], [-0.576, 0.158, -0.248], [-0.379, -1.630, -0.096], [0.190, -0.106, -0.001], [0.089, -0.083, 0.064], [-0.237, -0.224, 0.007], [0.112, -0.272, 0.402], [-2.866, 0.253, -0.576], [-0.862, 2.458, -0.412], [2.256, 0.195, -0.646], [0.163, 0.410, -0.104], [0.471, -0.352, 0.205], [-0.287, -0.110, 0.498], [-0.170, 0.173, 0.479], [0.285, 2.105, -0.803], [-0.242, 0.032, 0.250], [-0.145, 0.619, 0.209], [0.295, 0.747, -0.252]], "mulliken_charge": [-0.86, 0.48, 0.25, -0.78, 0.30, 0.29, -0.66, 0.42, -0.46, -0.62, -0.01, 0.20, -0.64, 0.33, 0.46, -1.05, 0.22, -0.90, -0.77, 0.40, 0.63, 0.42, 0.47, -0.63, 0.36, 0.57, 0.75, -0.41, 0.64, -1.44, -0.56, -0.13, 0.47, 0.16, 0.10, 0.58, 0.36, 0.51, 0.36, -1.21, 0.03, -0.49, -0.58, 0.01, 0.37, 0.39, 0.45, 0.16, 0.49, 0.15, 0.45], "relative_energy_kcal_mol": 288.0, "homo_ev": -9.31, "orbital_gap_ev": 8.83, "molar_mass_da": 270.36}